(1)
This record from the Open Molecules 2025 dataset describes a 2-piece molecular cluster, C4H8O2 overall in a non-equilibrium geometry. The level of theory is wB97M-V/def2-TZVPD.

Computed properties:
Maximum force (eV/Å): 1.01
Electronic energy (eV): -8362.267
Charge: +1
Molar mass (u): 88.11
<S²>: 0.7609
2S+1: 2
Energy relative to the best compared isomer or geometry (same formula, charge and spin) (eV): 0.9605

Each line ends with the Mulliken spin population.
Geometry (Å):
O 1.3082 -1.3040 0.5691  0.47
O -0.9224 0.8549 0.6003  0.28
C -1.3353 -0.2289 0.3099  -0.01
C 1.4352 -0.1398 0.8005  -0.02
C -2.2768 -0.5684 -0.8085  0.06
C 2.1867 0.8404 -0.0381  0.10
H 0.8928 0.2744 1.7021  0.09
H -3.1621 0.0517 -0.7661  0.00
H 2.4773 1.7023 0.5530  0.00
H -2.4890 -1.6215 -0.7740  0.00
H 3.0573 0.3783 -0.4840  0.00
H -1.7335 -0.3163 -1.7154  0.00
H 1.5171 1.2062 -0.8095  -0.01
H -0.9556 -1.1293 0.8607  0.04

=====

(2)
This record from the Open Molecules 2025 dataset describes C4H8O2S as an isolated structure in a non-equilibrium geometry. The level of theory is wB97M-V/def2-TZVPD.

Computed properties:
Maximum force (eV/Å): 5.37
Electronic energy (eV): -19203.727
Molar mass (u): 120.17
Energy relative to the best compared isomer or geometry (same formula, charge and spin) (eV): 4.6709

Each line ends with the Mulliken charge.
Geometry (Å):
S 2.5092 -0.1696 0.1070  0.81
O 3.6921 0.5470 0.4650  -0.57
O 2.7204 -1.5818 -0.0440  -0.51
C 0.0567 -0.8768 -0.7340  -0.62
C 1.3166 0.5601 -0.7819  0.20
C 0.7594 1.8430 -0.4220  -1.02
C -0.1004 -1.2874 0.6807  -1.05
H -0.8678 -0.5312 -1.2901  0.37
H 0.7390 -1.9067 0.9760  0.39
H -0.2593 -0.5540 1.3660  0.38
H 0.0437 2.1735 -1.2405  0.30
H 0.5245 -1.6539 -1.3201  0.38
H -0.9090 -1.9934 0.5349  0.32
H 1.5249 2.5845 -0.2047  0.36
H -0.0161 1.5759 0.3189  0.26

=====

(3)
This record from the Open Molecules 2025 dataset describes one molecule with the formula C4H8O2S in a non-equilibrium geometry. The level of theory is wB97M-V/def2-TZVPD.

Computed properties:
Maximum force (eV/Å): 1.81
Structure (SMILES): O=C(O)CCCS
Electronic energy (eV): -19207.991
Molar mass (u): 120.17
Energy relative to the best compared isomer or geometry (same formula, charge and spin) (eV): 0.4070

Each line ends with the Mulliken charge.
Geometry (Å):
S -1.9327 1.3454 -1.9267  -0.25
O 2.5885 0.0426 0.2186  -0.43
O 2.1269 -0.4870 2.3468  -0.55
C 0.3940 -0.7526 0.7472  -0.37
C -0.0896 0.0888 -0.4465  -0.91
C 1.7755 -0.3677 1.2069  0.38
C -1.6034 0.1008 -0.6732  -0.54
H 0.2705 1.1151 -0.3602  0.47
H -3.2603 1.4381 -1.7985  0.12
H 3.3199 0.5575 0.5948  0.34
H 0.4220 -0.1474 -1.3640  0.45
H -1.9702 -0.8841 -0.9423  0.35
H -0.3777 -0.4705 1.4655  0.28
H 0.3387 -1.8290 0.5952  0.29
H -2.0022 0.2499 0.3364  0.37

=====

(4)
This record from the Open Molecules 2025 dataset describes one molecule with the formula C4H8O2S in a non-equilibrium geometry. The level of theory is wB97M-V/def2-TZVPD.

Computed properties:
Maximum force (eV/Å): 4.18
Structure (SMILES): C1COCSOC1
Electronic energy (eV): -19204.712
Molar mass (u): 120.17
Energy relative to the best compared isomer or geometry (same formula, charge and spin) (eV): 3.6857

Each line ends with the Mulliken charge.
Geometry (Å):
S 2.2314 -0.1533 -1.4630  0.01
O 1.0157 -1.3172 -0.9873  -0.40
O -0.1480 1.1781 -0.8413  -0.38
C -1.0880 -0.7788 0.4123  -0.41
C 0.3472 -1.3063 0.2179  -0.42
C -1.1747 0.7862 0.2026  -0.43
C 1.1584 1.2550 -0.6205  -0.41
H -0.9815 1.2861 1.2032  0.26
H 1.3837 1.1905 0.4966  0.35
H -2.1124 1.2106 -0.2093  0.29
H 0.3678 -2.4047 0.4803  0.37
H -1.8176 -1.1854 -0.2502  0.31
H -1.4652 -1.1285 1.4085  0.33
H 0.8688 -0.8563 1.1709  0.23
H 1.4144 2.2240 -1.2209  0.29

=====

(5)
This record from the Open Molecules 2025 dataset describes one molecule with the formula C4H8O2S2 in a non-equilibrium geometry. The level of theory is wB97M-V/def2-TZVPD.

Computed properties:
Maximum force (eV/Å): 3.27
Electronic energy (eV): -30040.289
Molar mass (u): 152.24
Energy relative to the best compared isomer or geometry (same formula, charge and spin) (eV): 3.5027

Each line ends with the Mulliken charge.
Geometry (Å):
S 2.8018 0.5818 -0.1059  0.38
S 0.4408 -2.0110 0.6407  0.02
O -0.3428 -0.6321 1.0415  -0.35
O 3.2434 0.6017 1.2982  -0.50
C -1.1332 1.4355 0.6035  -1.31
C 1.1926 0.7800 -0.1289  -0.41
C 0.0995 -2.2833 -1.1039  -0.82
C 0.2241 0.7302 0.9517  0.47
H -1.1169 2.4862 0.7966  0.35
H 0.6831 -1.7822 -1.8009  0.27
H 0.3398 -3.3659 -1.1496  0.33
H 0.7430 0.8135 -1.1499  0.28
H 0.4477 1.0716 1.9956  0.32
H -0.9471 -2.1716 -1.3127  0.29
H -1.8783 1.1027 1.2445  0.37
H -1.3270 1.0649 -0.4639  0.30

=====

(6)
This record from the Open Molecules 2025 dataset describes one molecule with the formula C4H8O3. The level of theory is wB97M-V/def2-TZVPD.

Computed properties:
Maximum force (eV/Å): 0.57
Structure (SMILES): COC(=O)[C@@H](C)O
Electronic energy (eV): -10420.168
Molar mass (u): 104.10
Energy relative to the best compared isomer or geometry (same formula, charge and spin) (eV): 0.8353

Each line ends with the Mulliken charge.
Geometry (Å):
O -0.5056 -0.9508 -1.4587  -0.60
O 0.0647 1.7585 -1.7774  -0.56
O -0.5311 -0.6216 0.7819  -0.28
C 0.1297 1.1838 -0.5004  0.34
C -0.3678 -0.2425 -0.4877  0.56
C 1.5389 1.0907 0.1148  -1.16
C -0.9265 -1.9641 1.0210  -0.65
H 1.4478 0.7625 1.1556  0.33
H 2.0584 2.0490 0.0908  0.36
H 2.1426 0.3409 -0.4112  0.28
H -0.2655 -2.6634 0.5043  0.31
H -1.9548 -2.1021 0.6828  0.29
H -0.0829 1.0534 -2.4251  0.35
H -0.8553 -2.0897 2.1015  0.23
H -0.5175 1.7677 0.1649  0.22

=====

(7)
This record from the Open Molecules 2025 dataset describes one molecule with the formula C4H8O3. The level of theory is wB97M-V/def2-TZVPD.

Computed properties:
Maximum force (eV/Å): 0.32
Structure (SMILES): C=C(OC)OOC
Electronic energy (eV): -10415.723
Molar mass (u): 104.10
Energy relative to the best compared isomer or geometry (same formula, charge and spin) (eV): 5.2804

Each line ends with the Mulliken charge.
Geometry (Å):
O -1.0067 1.3965 0.0536  -0.36
O 0.8210 -1.3090 -0.0571  -0.20
O 0.9179 0.1393 -0.1837  -0.25
C 1.5749 -1.9365 -1.0598  -0.56
C -0.2115 0.1666 1.8920  -0.73
C -0.0923 0.5883 0.6359  0.63
C -0.7093 2.0372 -1.1758  -0.60
H -1.6391 2.5227 -1.4750  0.23
H -0.4110 1.3240 -1.9499  0.27
H 1.2934 -1.6043 -2.0650  0.25
H 1.2740 -2.9809 -0.9261  0.25
H -1.1077 0.3822 2.4583  0.27
H 0.5507 -0.4826 2.3051  0.27
H 0.0648 2.8066 -1.0566  0.28
H 2.6598 -1.8416 -0.9216  0.24

=====

(8)
This record from the Open Molecules 2025 dataset describes one molecule with the formula C4H8O3. The level of theory is wB97M-V/def2-TZVPD.

Computed properties:
Maximum force (eV/Å): 0.55
Structure (SMILES): C[C@@H](O)[C@@H](O)C=O
Electronic energy (eV): -10419.661
Molar mass (u): 104.10
Energy relative to the best compared isomer or geometry (same formula, charge and spin) (eV): 1.3426

Each line ends with the Mulliken charge.
Geometry (Å):
O 2.3632 -0.0047 1.2964  -0.52
O 0.0045 -0.9869 1.8335  -0.58
O 0.3344 -1.1741 -1.1177  -0.57
C 1.4586 0.4797 0.6534  0.19
C 0.0167 0.0718 0.9126  -0.17
C -0.6174 -0.4016 -0.4007  0.28
C -1.0794 0.7335 -1.2992  -1.24
H -1.4844 -1.0211 -0.1239  0.27
H 0.5852 -1.9147 -0.5466  0.35
H -1.9466 1.2376 -0.8577  0.37
H 0.8958 -1.0052 2.2252  0.36
H -0.5240 0.9554 1.2987  0.33
H -0.2922 1.4779 -1.4659  0.27
H -1.3699 0.3269 -2.2721  0.35
H 1.6556 1.2255 -0.1360  0.31